1.
This record from the Open Molecules 2025 dataset describes C63H84GeMoN5O4S2SeSi as an isolated structure in a non-equilibrium geometry. The level of theory is wB97M-V/def2-TZVPD.

CARTESIAN COORDINATES (ANGSTROEM)
Mo: -0.004 0.190 -0.983
C: 0.132 -4.573 -4.204
C: -0.702 -3.319 -3.898
C: -0.646 -2.416 -5.133
C: -2.155 -3.744 -3.667
O: -0.224 -2.601 -2.762
Ge: 0.822 -3.505 -1.417
O: 2.282 -2.317 -1.226
C: 3.583 -2.838 -1.456
C: 3.711 -3.398 -2.881
C: 4.621 -1.734 -1.245
C: 3.917 -3.969 -0.472
O: -0.250 -2.621 -0.073
C: -0.608 -3.362 1.093
C: 0.205 -2.857 2.281
C: -0.383 -4.877 0.942
C: -2.081 -3.156 1.425
H: -0.125 -4.962 -5.192
H: -0.049 -5.352 -3.464
H: 1.195 -4.324 -4.187
H: -1.247 -2.838 -5.940
H: 0.380 -2.306 -5.495
H: -1.050 -1.436 -4.886
H: -2.224 -4.294 -2.726
H: -2.498 -4.390 -4.478
H: -2.807 -2.870 -3.620
H: 3.291 -2.693 -3.600
H: 3.167 -4.342 -2.955
H: 4.758 -3.576 -3.136
H: 4.683 -1.074 -2.114
H: 5.609 -2.175 -1.095
H: 4.362 -1.149 -0.363
H: 3.117 -4.711 -0.458
H: 4.042 -3.559 0.525
H: 4.846 -4.464 -0.766
H: 1.091 -2.350 1.902
H: 0.502 -3.673 2.938
H: -0.381 -2.143 2.865
H: 0.679 -5.114 0.867
H: -0.887 -5.252 0.050
H: -0.793 -5.385 1.817
H: -2.259 -2.094 1.579
H: -2.329 -3.677 2.353
H: -2.729 -3.528 0.634
C: 1.910 -1.922 4.981
C: 3.191 -1.880 4.155
C: 3.402 -3.151 3.326
C: 3.543 -0.608 3.345
C: 4.938 -0.496 3.276
C: 5.583 0.616 2.808
C: 4.813 1.739 2.560
C: 3.426 1.711 2.582
C: 2.718 3.059 2.366
C: 1.621 3.403 3.376
C: 3.678 4.254 2.401
C: 2.770 0.450 2.791
N: 1.468 0.302 2.204
C: 0.343 0.407 2.760
C: -1.043 0.450 2.073
N: -1.330 0.566 0.785
C: -2.584 1.314 0.571
C: -3.730 0.780 -0.070
C: -4.841 1.610 -0.248
C: -4.884 2.912 0.192
C: -3.787 3.405 0.864
C: -2.648 2.642 1.079
C: -1.571 3.385 1.866
C: -1.178 4.696 1.159
C: -2.035 3.740 3.289
C: -4.056 -0.653 -0.504
C: -4.794 -1.383 0.633
C: -2.942 -1.451 -1.152
C: -2.030 0.515 3.186
C: -3.408 0.539 3.273
C: -4.027 0.620 4.535
C: -3.321 0.717 5.703
C: -1.910 0.710 5.666
C: -1.040 0.874 6.768
C: 0.312 0.937 6.569
C: 0.891 0.805 5.291
C: 0.075 0.594 4.212
C: -1.312 0.579 4.405
H: 1.768 -2.934 5.364
H: 1.023 -1.639 4.433
H: 1.997 -1.263 5.843
H: 3.977 -1.902 4.915
H: 2.869 -3.118 2.378
H: 3.071 -4.030 3.883
H: 4.462 -3.281 3.107
H: 5.529 -1.331 3.631
H: 6.661 0.642 2.717
H: 5.329 2.662 2.358
H: 2.244 3.023 1.381
H: 2.010 3.391 4.397
H: 0.766 2.744 3.319
H: 1.257 4.410 3.168
H: 4.208 4.297 3.356
H: 3.098 5.170 2.296
H: 4.407 4.259 1.591
H: -5.713 1.198 -0.743
H: -5.761 3.525 0.031
H: -3.811 4.418 1.244
H: -0.681 2.766 1.946
H: -1.803 5.525 1.502
H: -1.280 4.620 0.079
H: -0.139 4.944 1.382
H: -2.967 4.307 3.266
H: -1.273 4.360 3.766
H: -2.192 2.862 3.911
H: -4.815 -0.551 -1.283
H: -4.212 -1.460 1.545
H: -5.065 -2.391 0.314
H: -5.716 -0.846 0.871
H: -2.028 -1.487 -0.572
H: -2.716 -1.031 -2.131
H: -3.263 -2.479 -1.316
H: -4.047 0.534 2.410
H: -5.109 0.639 4.566
H: -3.831 0.829 6.651
H: -1.454 0.976 7.764
H: 0.964 1.092 7.420
H: 1.961 0.885 5.176
Se: 4.704 2.154 -1.183
N: 4.775 1.920 -2.917
C: 3.723 1.195 -3.247
C: 3.487 0.628 -4.522
C: 2.454 -0.245 -4.605
C: 1.561 -0.425 -3.524
N: 1.634 0.187 -2.359
C: 2.809 0.887 -2.161
N: 3.191 1.289 -0.972
H: 4.135 0.856 -5.357
H: 2.261 -0.782 -5.523
H: 0.725 -1.103 -3.612
C: -2.119 2.942 -2.572
Si: -1.335 1.258 -3.033
C: -0.223 1.685 -4.532
C: -2.855 0.617 -4.061
C: -2.798 0.285 -5.417
C: -3.927 -0.103 -6.128
C: -5.161 -0.177 -5.501
C: -5.259 0.204 -4.171
C: -4.126 0.610 -3.482
H: -2.530 3.399 -3.476
H: -1.399 3.635 -2.139
H: -2.938 2.837 -1.859
H: -0.727 2.446 -5.133
H: -0.049 0.818 -5.173
H: 0.753 2.066 -4.253
H: -1.865 0.339 -5.960
H: -3.838 -0.349 -7.180
H: -6.039 -0.499 -6.047
H: -6.221 0.193 -3.671
H: -4.228 0.958 -2.468
C: 1.432 4.631 -3.569
O: 1.097 3.547 -2.699
C: 1.276 3.691 -1.393
S: 2.102 4.939 -0.710
S: 0.504 2.502 -0.401
H: 0.935 4.407 -4.510
H: 2.511 4.693 -3.710
H: 1.072 5.570 -3.155

Its charge is 0. The total energy is -235600.0038 eV. Its HOMO-LUMO gap (spin up / spin down) is 5.40 / 5.23 eV. Its multiplicity is 4.

Mulliken population analysis, charges in e, atoms 1 to 4: 1.503, -1.931, 1.684, -1.805


2.
This record from the Open Molecules 2025 dataset describes C28H49InO15PS2 as an isolated structure in a non-equilibrium geometry. The level of theory is wB97M-V/def2-TZVPD.

CARTESIAN COORDINATES (ANGSTROEM)
C: 2.678 2.068 0.365
C: 1.346 1.430 1.096
S: 0.954 -0.179 0.222
C: 0.024 0.084 -1.382
In: 1.313 0.195 -3.240
P: 0.943 2.453 -4.351
O: 2.318 3.208 -4.554
S: 3.729 -0.331 -2.890
C: 3.885 -2.163 -2.498
O: 4.458 0.560 -1.853
O: 4.487 -0.110 -4.253
H: 2.957 3.146 0.726
H: 2.509 1.998 -0.814
H: 3.571 1.314 0.612
H: 0.458 2.186 1.180
H: 1.659 1.157 2.204
H: -0.750 -0.812 -1.536
H: -0.650 1.066 -1.381
H: 0.645 -1.047 -4.407
H: 0.123 3.268 -3.491
H: 0.219 2.249 -5.606
H: 2.782 -2.548 -2.276
H: 4.289 -2.771 -3.414
H: 4.588 -2.256 -1.565
O: 0.280 1.286 3.941
C: 0.944 0.894 4.885
O: 1.697 1.704 5.686
C: 2.422 0.901 6.616
C: 1.662 -0.397 6.698
C: 1.093 -0.536 5.309
H: 3.441 0.762 6.237
H: 2.470 1.408 7.583
H: 2.284 -1.242 7.003
H: 0.843 -0.301 7.422
H: 1.791 -1.038 4.632
H: 0.128 -1.047 5.319
O: -0.162 -2.927 5.326
C: -0.750 -3.400 4.368
O: -0.232 -4.357 3.543
C: -1.143 -4.594 2.471
C: -2.483 -4.128 2.977
C: -2.112 -2.991 3.895
H: -0.808 -4.026 1.596
H: -1.149 -5.659 2.220
H: -3.168 -3.838 2.176
H: -2.959 -4.928 3.557
H: -2.034 -2.042 3.357
H: -2.810 -2.906 4.731
O: -1.999 0.682 0.304
C: -2.344 1.776 0.720
O: -1.484 2.728 1.188
C: -2.236 3.832 1.690
C: -3.577 3.742 1.011
C: -3.759 2.255 0.836
H: -2.314 3.735 2.778
H: -1.720 4.767 1.454
H: -4.381 4.217 1.580
H: -3.528 4.224 0.027
H: -4.222 1.796 1.714
H: -4.329 2.025 -0.068
O: -0.491 1.491 -7.198
C: 0.091 1.018 -8.160
O: -0.518 0.656 -9.327
C: 0.441 0.043 -10.186
C: 1.780 0.538 -9.705
C: 1.556 0.708 -8.224
H: 0.344 -1.044 -10.099
H: 0.247 0.334 -11.223
H: 2.603 -0.140 -9.948
H: 2.000 1.513 -10.157
H: 1.749 -0.218 -7.674
H: 2.151 1.530 -7.819
O: 0.813 -5.467 -1.401
C: 1.395 -5.940 -2.364
O: 0.785 -6.302 -3.531
C: 1.745 -6.915 -4.390
C: 3.084 -6.420 -3.909
C: 2.860 -6.250 -2.427
H: 1.648 -8.002 -4.303
H: 1.551 -6.624 -5.427
H: 3.906 -7.098 -4.152
H: 3.304 -5.445 -4.361
H: 3.053 -7.176 -1.878
H: 3.455 -5.428 -2.023
O: -5.129 6.438 3.449
C: -4.843 5.857 4.483
O: -5.498 4.756 4.954
C: -4.971 4.409 6.234
C: -3.596 5.024 6.278
C: -3.763 6.266 5.439
H: -5.632 4.814 7.006
H: -4.934 3.320 6.334
H: -3.247 5.225 7.294
H: -2.874 4.352 5.799
H: -4.114 7.114 6.033
H: -2.842 6.519 4.909

Its charge is -1. The total energy is -96673.8600 eV. Its HOMO-LUMO gap is 5.64 eV. Its multiplicity is 1.

Mulliken population analysis, charges in e, atoms 1 to 4: -0.597, 0.597, -0.021, -0.497


3.
This record from the Open Molecules 2025 dataset describes one molecule with the formula C10H18OS in a non-equilibrium geometry. The level of theory is wB97M-V/def2-TZVPD.

CARTESIAN COORDINATES (ANGSTROEM)
C: 0.463 -0.512 1.396
C: 0.436 0.687 -0.784
C: 1.843 0.119 1.459
C: 1.921 0.463 -1.019
C: -0.229 -0.536 -0.038
C: 2.516 0.377 0.332
C: -1.730 -0.381 -0.170
C: 3.871 1.012 0.452
C: -2.387 -1.625 0.348
C: -2.147 -0.377 -1.710
O: -3.849 1.013 0.844
S: -2.186 1.086 0.848
H: 0.451 -1.513 1.777
H: -0.099 0.222 1.912
H: 0.347 1.566 -0.194
H: -0.047 0.912 -1.719
H: -4.102 1.930 1.040
H: 2.301 0.140 2.467
H: 1.985 -0.516 -1.656
H: 2.373 1.220 -1.606
H: 0.040 -1.457 -0.607
H: 4.372 0.640 1.366
H: 3.847 2.037 0.336
H: 4.512 0.623 -0.370
H: -2.315 -1.684 1.361
H: -2.030 -2.516 -0.082
H: -3.447 -1.587 0.160
H: -2.231 -1.461 -2.128
H: -1.352 0.074 -2.364
H: -3.125 0.044 -1.653

Its charge is 0. The total energy is -23542.3509 eV. The energy relative to the best compared isomer or geometry (same formula, charge and spin) is 2.174 eV. Its HOMO-LUMO gap is 8.69 eV. Its multiplicity is 1.

Mulliken population analysis, charges in e, atoms 1 to 4: -0.755, -1.093, -0.798, -0.855


4.
This record from the Open Molecules 2025 dataset describes C50H44F5N5OP3Se4V as an isolated structure. The level of theory is wB97M-V/def2-TZVPD.

CARTESIAN COORDINATES (ANGSTROEM)
V: 0.589 0.013 -0.544
Se: -2.303 0.973 5.469
P: -2.006 2.608 4.219
C: -0.761 3.803 4.774
C: 0.393 3.222 5.309
C: 1.438 4.009 5.754
C: 1.340 5.393 5.686
C: 0.199 5.977 5.161
C: -0.846 5.189 4.702
C: -3.542 3.341 3.591
C: -4.293 2.469 2.798
C: -5.513 2.858 2.278
C: -6.016 4.122 2.562
C: -5.295 4.980 3.375
C: -4.064 4.594 3.891
C: -1.209 2.088 2.653
C: -0.895 0.881 2.093
N: -0.294 1.151 0.873
N: -0.261 2.512 0.761
N: -0.794 3.057 1.782
P: -1.311 -0.807 2.490
Se: -0.549 -1.792 0.623
C: -0.527 -1.591 3.876
C: 0.428 -0.944 4.653
C: 1.031 -1.627 5.693
C: 0.682 -2.947 5.953
C: -0.263 -3.596 5.170
C: -0.870 -2.922 4.123
C: -3.075 -1.087 2.428
C: -3.750 -0.798 1.240
C: -5.124 -0.940 1.180
C: -5.824 -1.374 2.302
C: -5.154 -1.663 3.481
C: -3.776 -1.517 3.553
H: 0.452 2.147 5.415
H: 2.322 3.546 6.171
H: 2.151 6.012 6.047
H: 0.117 7.054 5.103
H: -1.698 5.681 4.264
H: -3.931 1.466 2.606
H: -6.081 2.170 1.666
H: -6.977 4.427 2.168
H: -5.692 5.955 3.625
H: -3.559 5.276 4.555
H: 0.685 0.088 4.454
H: 1.766 -1.128 6.310
H: 1.150 -3.475 6.774
H: -0.529 -4.623 5.375
H: -1.605 -3.432 3.511
H: -3.205 -0.458 0.367
H: -5.652 -0.715 0.264
H: -6.899 -1.486 2.254
H: -5.704 -1.989 4.353
H: -3.260 -1.709 4.484
Se: 2.663 -0.144 -1.908
P: 1.688 1.308 -3.245
Se: 0.096 2.008 -1.911
C: 1.064 0.508 -4.724
C: 1.845 -0.458 -5.358
C: 1.389 -1.047 -6.527
C: 0.163 -0.670 -7.061
C: -0.610 0.296 -6.433
C: -0.164 0.887 -5.260
C: 2.839 2.619 -3.617
C: 4.141 2.282 -3.988
C: 5.025 3.284 -4.347
C: 4.612 4.611 -4.335
C: 3.317 4.942 -3.963
C: 2.422 3.947 -3.602
H: 2.803 -0.754 -4.947
H: 1.992 -1.794 -7.025
H: -0.188 -1.128 -7.977
H: -1.559 0.595 -6.859
H: -0.770 1.643 -4.773
H: 4.473 1.250 -3.986
H: 6.038 3.032 -4.629
H: 5.308 5.391 -4.612
H: 3.002 5.977 -3.950
H: 1.417 4.215 -3.302
C: 2.473 -7.041 -2.395
C: 2.399 -6.320 -3.731
N: 1.899 -4.939 -3.610
C: 2.863 -3.855 -3.746
C: 3.796 -3.717 -2.550
C: 0.572 -4.790 -3.448
O: -0.223 -5.714 -3.450
C: -0.010 -3.410 -3.239
C: -1.209 -3.115 -3.880
C: -1.848 -1.921 -3.599
C: -1.292 -1.066 -2.669
N: -0.135 -1.343 -2.049
C: 0.491 -2.500 -2.335
H: 2.880 -8.042 -2.536
H: 1.481 -7.139 -1.959
H: 3.119 -6.512 -1.693
H: 1.738 -6.855 -4.411
H: 3.382 -6.258 -4.197
H: 2.328 -2.924 -3.941
H: 3.452 -4.056 -4.645
H: 3.247 -3.733 -1.606
H: 4.363 -2.787 -2.609
H: 4.516 -4.536 -2.516
H: -1.630 -3.838 -4.565
H: -2.779 -1.653 -4.076
H: -1.778 -0.138 -2.402
H: 1.406 -2.702 -1.794
F: 2.872 -1.265 0.660
C: 2.142 -0.169 0.956
F: 1.653 -0.382 2.187
C: 3.091 1.090 1.083
F: 3.153 1.481 2.348
F: 2.626 2.116 0.362
F: 4.315 0.793 0.672

Its charge is +2. The total energy is -390576.8041 eV. The energy relative to the best compared isomer or geometry (same formula, charge and spin) is 0.379 eV. Its HOMO-LUMO gap is 4.58 eV. Its multiplicity is 1.

Mulliken population analysis, charges in e, atoms 1 to 4: 0.285, -0.169, 1.570, 0.667


5.
This record from the Open Molecules 2025 dataset describes C19H17BrF6N4O4PReSe2 as an isolated structure in a non-equilibrium geometry. The level of theory is wB97M-V/def2-TZVPD.

CARTESIAN COORDINATES (ANGSTROEM)
Re: 0.305 0.142 -0.041
Se: 2.371 1.746 1.105
Se: 3.338 1.657 -1.088
C: 3.311 -0.194 -0.617
C: 4.531 -0.793 -0.308
C: 4.526 -2.124 0.008
C: 3.375 -2.882 -0.090
C: 2.247 -2.196 -0.515
N: 2.096 -0.845 -0.556
C: 1.193 2.942 0.171
C: 1.259 4.330 0.115
C: 0.386 4.965 -0.739
C: -0.607 4.250 -1.422
C: -0.693 2.871 -1.214
N: 0.234 2.197 -0.449
H: 5.441 -0.196 -0.304
H: 5.447 -2.618 0.297
H: 3.395 -3.967 0.023
H: 1.202 -3.819 -0.670
H: 1.990 4.875 0.657
H: 0.467 6.022 -0.912
H: -1.286 4.758 -2.089
H: -1.495 2.286 -1.610
Br: -0.627 2.585 2.711
C: -0.284 0.734 2.824
C: -0.167 0.363 4.173
C: -0.142 -1.001 4.443
C: -0.376 -1.930 3.446
C: -0.536 -1.556 2.133
N: -0.248 -0.201 1.783
C: -0.947 -2.573 1.151
O: -0.792 -3.780 1.311
O: 1.147 -2.865 -0.893
H: -0.139 1.117 4.974
H: 0.028 -1.369 5.459
H: -0.477 -3.001 3.657
N: -0.218 -0.069 -2.235
C: -0.483 -1.422 -2.941
C: -1.811 -2.054 -2.449
C: -1.811 -2.802 -1.099
O: -2.406 -3.800 -0.867
O: -1.328 -1.962 -0.039
H: -1.107 0.444 -2.273
H: 0.376 0.514 -2.835
H: 0.386 -2.031 -2.808
H: -0.679 -1.173 -4.008
H: -2.088 -2.771 -3.189
H: -2.608 -1.284 -2.478
F: -1.669 0.635 -0.179
P: -3.920 1.290 0.080
F: -5.387 1.723 0.221
F: -3.795 1.421 -1.526
F: -4.132 -0.284 -0.159
F: -3.584 0.955 1.605
F: -3.210 2.741 0.252

Its charge is +2. The total energy is -262576.3426 eV. The energy relative to the best compared isomer or geometry (same formula, charge and spin) is 0.989 eV. Its HOMO-LUMO gap (spin up / spin down) is 5.77 / 6.40 eV. Its multiplicity is 3.

Mulliken population analysis, charges in e, atoms 1 to 4: 0.324, 0.053, 0.140, 0.106